P) Molecular formula: C5H14O
Method: DFT, ωB97M-V/def2-TZVPD

Properties
SMILES = CCC.CCO
E_LUMO = 0.9340 eV
HOMO level = -10.26 eV

```
! RIJCOSX wB97M-V def2-TZVPD def2/J DEFGRID3
* xyz 0 1
H 0.18 0.77 1.05
H 1.37 -2.38 1.72
H -0.34 2.18 1.71
C 0.22 1.84 0.83
H -0.22 -1.47 1.82
H -0.09 1.47 -2.55
H -0.31 -1.38 -0.53
H 0.01 0.30 -1.36
H -1.26 -3.39 -0.06
H -1.57 0.98 -1.96
C -0.56 1.20 -1.58
C -0.45 2.26 -0.50
H 1.24 2.21 0.80
C 0.72 -1.64 1.29
C 0.32 -2.16 -0.10
O -0.31 -3.44 0.06
H -1.45 2.63 -0.26
H 0.10 3.12 -0.89
H 1.26 -0.70 1.26
H 1.14 -2.41 -0.75
*
```

Atomic partial charges in e from the natural (NBO) method, atoms 1 to 8: H 0.21; H 0.22; H 0.21; C -0.62; H 0.20; H 0.21; H 0.17; H 0.20

Q) Molecular formula: C5H14O
Method: DFT, ωB97M-V/def2-TZVPD

Properties
SMILES = CCC.CCO
E_LUMO = 0.9689 eV
HOMO level = -10.36 eV

```
! RIJCOSX wB97M-V def2-TZVPD def2/J DEFGRID3
* xyz 0 1
H -3.06 0.20 -1.08
C 2.36 0.84 -0.20
H 0.32 1.59 -0.50
C 2.10 -0.70 -0.20
C -2.53 -0.58 -0.54
H -2.27 -1.18 1.47
H 3.28 0.79 0.39
H -1.04 -1.68 -1.21
H 1.06 -1.00 -0.30
H -1.32 0.29 1.06
O -1.31 -0.77 -1.26
H 0.66 0.92 1.06
H 2.63 1.14 -1.21
H 2.48 -1.23 0.69
C -2.25 -0.25 0.91
C 1.09 1.54 0.27
H 1.27 2.52 0.70
H -3.10 -1.51 -0.51
H 2.69 -1.25 -0.93
H -3.07 0.31 1.39
*
```

Atomic partial charges in e from the natural (NBO) method, atoms 1 to 8: H 0.18; C -0.41; H 0.22; C -0.61; C -0.06; H 0.20; H 0.21; H 0.47

R) Molecular formula: C5H14O
Method: DFT, ωB97M-V/def2-TZVPD

Properties
SMILES = CC(C)O.CC
E_LUMO = 1.0221 eV
HOMO level = -10.14 eV

```
! RIJCOSX wB97M-V def2-TZVPD def2/J DEFGRID3
* xyz 0 1
C 0.75 1.23 0.55
H 2.26 0.06 -0.47
H -0.52 -1.72 -0.66
H 1.69 2.13 -1.17
H 1.31 -0.85 0.84
C 1.77 0.07 0.50
C -1.51 -1.46 -1.07
H -0.24 0.94 0.19
H -2.60 -2.29 0.65
O 0.52 1.53 1.91
C 1.22 2.46 -0.25
H 0.46 3.22 -0.34
H 2.55 0.38 1.20
H -2.09 -3.55 -0.48
H -1.26 -1.50 -2.12
H -3.36 -2.47 -0.91
H 1.26 1.95 2.35
C -2.39 -2.51 -0.39
H -1.83 -0.48 -0.73
H 2.01 2.87 0.39
*
```

Atomic partial charges in e from the natural (NBO) method, atoms 1 to 8: C 0.11; H 0.20; H 0.20; H 0.21; H 0.22; C -0.63; C -0.62; H 0.18

Energy ordering: R) at the bottom, the next structure 0.0076 hartree above.

P) Molecular formula: C56H44N5O3S2Ti
Method: DFT, ωB97M-V/def2-TZVPD

Properties
E_LUMO (alpha / beta) = -2.4079 / -2.4096 eV
<S²> = 2.02
HOMO level (alpha / beta) = -7.27 / -10.52 eV

```
! RIJCOSX wB97M-V def2-TZVPD def2/J DEFGRID3
* xyz 1 3
C 0.17 -4.74 -3.96
C 3.36 -0.88 -3.17
C -3.42 -2.34 -2.50
N -1.74 0.99 1.23
O 2.91 2.41 0.99
H -1.15 -3.86 -5.45
H 3.33 -2.58 -7.27
S 1.91 -2.19 -1.21
H 0.36 0.47 -7.74
C 3.03 -2.77 2.05
H -3.09 0.47 4.28
H -4.23 -0.48 -1.80
H 2.28 -3.33 -5.20
H 7.55 0.61 -2.80
C 1.93 1.85 0.52
H 1.98 -6.88 -2.01
H 6.67 -1.34 -1.23
H -2.86 -4.29 -3.21
H -2.51 -0.04 -3.99
S -1.75 -1.95 -2.02
N 0.26 1.71 -1.24
C 1.40 3.78 -2.68
C 3.39 -1.57 -1.97
C 2.43 -0.65 2.66
C 1.42 -3.54 -2.29
C -2.12 0.32 2.35
C -2.82 2.97 2.03
H 3.36 0.16 4.41
C 1.97 3.36 -1.49
C -1.72 -1.05 2.42
Ti -0.32 -0.01 0.01
H 2.38 -0.67 -8.55
H -0.23 3.46 -4.06
C -5.73 -1.77 -2.66
C 4.02 -1.84 3.99
C -0.57 -2.80 1.35
O 0.88 -1.08 -1.41
H -6.54 -1.07 -2.48
O -1.87 -0.57 -1.36
C 0.79 -0.36 -7.18
C -1.61 -0.52 -4.36
C -2.08 -1.93 3.45
C -1.02 -0.13 -5.52
C -4.96 -3.90 -3.44
H 1.84 4.59 -3.25
C -3.66 -3.58 -3.06
H -0.92 -8.12 -5.56
C 4.57 -1.73 -1.26
H -1.82 -5.98 -6.43
C 1.91 -0.99 -7.63
C 1.37 2.33 -0.80
H 4.43 -3.84 3.27
N 2.32 -1.67 1.80
H 2.59 -4.75 -0.94
H 2.89 -3.58 1.34
C 5.74 -1.22 -1.78
H -2.68 -1.58 4.28
C -0.75 -4.78 -5.05
H -1.97 -3.93 4.20
H -8.13 -3.04 -2.93
C 0.25 3.15 -3.14
C 0.15 -0.77 -5.99
C -3.18 2.30 3.21
C -1.12 -5.97 -5.60
C 0.70 -1.85 -5.25
C 0.57 -3.50 -3.36
H -1.18 1.59 -2.70
C -6.00 -3.00 -3.25
C -0.61 -7.19 -5.11
H 6.84 0.65 -4.42
H 4.57 -2.23 -0.30
H 2.02 1.42 2.90
C 5.75 -0.53 -3.00
C 0.68 -5.96 -3.47
H -0.60 -4.72 2.23
C -2.10 2.29 1.09
C -1.05 -1.59 -3.62
C -0.28 2.12 -2.39
C 3.88 -2.92 3.12
C 2.45 -2.08 -6.91
C 3.28 -0.70 3.76
C 4.54 -0.36 -3.67
H -3.07 4.01 1.87
H 0.67 -8.11 -3.67
H -5.16 -4.87 -3.89
C -7.40 -3.35 -3.68
C 1.85 -2.50 -5.75
H 2.42 -0.72 -3.68
C -2.83 0.99 3.37
H 2.86 3.81 -1.07
H 7.70 -0.79 -3.85
C 1.54 0.55 2.45
H -7.66 -2.83 -4.61
C 7.03 0.02 -3.55
H -1.44 0.68 -6.10
H -7.52 -4.42 -3.85
N -0.94 -1.49 1.37
H -3.72 2.82 3.99
N 1.21 0.85 1.07
C -0.92 -3.69 2.31
H 4.69 -1.90 4.84
H -1.77 2.77 0.18
C 1.93 -4.77 -1.80
C -1.69 -3.24 3.41
C 0.27 -7.18 -4.06
C 0.07 -2.26 -4.03
H 0.61 0.35 2.99
C 1.58 -5.95 -2.38
H 4.52 0.18 -4.61
H 0.03 -3.10 0.51
C -4.44 -1.43 -2.28
*
```

Atomic partial charges in e from the Mulliken method, atoms 1 to 8: C 1.30; C -0.73; C 0.27; N 0.46; O -0.77; H 0.49; H 0.48; S 1.17

Q) Molecular formula: C56H44N5O3S2Ti
Method: DFT, ωB97M-V/def2-TZVPD

Properties
E_LUMO (alpha / beta) = -2.3333 / -2.3381 eV
<S²> = 2.02
HOMO level (alpha / beta) = -7.26 / -10.47 eV

```
! RIJCOSX wB97M-V def2-TZVPD def2/J DEFGRID3
* xyz 1 3
H 3.92 2.63 0.16
H 7.63 4.36 -3.54
H 6.32 -4.35 1.53
H -0.69 3.42 4.11
C 4.43 -3.34 -1.13
N -2.33 -1.13 -2.08
O 2.26 0.86 -0.11
C 4.21 1.58 -1.69
H 8.25 4.08 -1.91
H 0.35 1.50 3.01
C 0.63 -5.98 -0.66
N -0.24 2.01 1.09
H 6.46 2.34 -4.08
C -0.89 2.92 0.31
C -0.77 3.30 3.04
C -1.49 4.22 2.24
H -2.01 -3.66 -2.25
H 4.98 -6.62 -1.84
C 4.44 -2.38 -6.51
C 3.13 -2.26 -2.98
C -0.87 2.67 -1.10
C 5.02 -5.68 -1.30
C -0.39 -2.25 3.52
C 6.27 -1.96 -5.00
S 2.92 0.41 -1.41
C 3.76 -2.18 -1.63
C 5.72 -5.60 -0.08
N -0.28 1.49 -1.50
H -6.03 -1.48 -3.14
C 4.90 1.50 -2.89
C 5.43 -2.00 -3.93
H 7.32 -1.78 -4.85
C -3.31 -0.72 -1.28
H -2.00 5.06 2.70
C -1.07 -7.84 -0.42
C 5.14 -3.26 0.09
H 4.64 0.74 -3.63
C -1.62 -5.60 -1.42
Ti 0.21 0.21 0.11
C 4.04 -2.23 -4.10
C 0.99 -4.71 -1.06
C 5.78 -2.16 -6.31
S 0.41 -2.23 -2.11
H 5.75 4.23 -0.31
H -1.84 -1.97 -3.90
O 0.93 -1.58 -0.84
C 1.80 -0.91 2.59
C -1.27 -4.32 -1.83
C 4.58 -0.93 0.30
C -0.19 2.24 2.43
C 1.90 -1.61 3.77
H 1.37 -6.63 -0.20
H -1.30 -8.45 -1.29
C 0.79 -2.29 4.24
C -2.67 -1.65 -3.27
H 1.79 -2.78 -6.62
H -3.70 -0.24 0.76
C -2.92 -0.06 0.02
N -1.64 -0.48 0.55
H -1.86 4.48 -1.74
N 0.66 -0.86 1.89
H -1.67 3.98 -4.13
C 7.36 4.36 -2.49
H 4.05 -2.53 -7.51
H -1.29 -2.76 3.82
C 5.52 3.46 -1.03
C 1.79 -2.42 -3.24
C -4.65 -0.84 -1.63
C 3.55 -2.41 -5.41
H 2.63 -0.36 2.17
C 1.31 -2.60 -4.56
C 3.85 -1.02 -0.91
C 5.21 -2.03 0.79
C -0.41 -1.52 2.34
C -0.18 1.25 -2.83
C -3.97 -1.79 -3.70
H -4.18 -2.21 -4.68
C -1.55 4.03 0.90
C -1.39 3.57 -2.06
C 6.25 3.39 -2.22
C -4.99 -1.38 -2.85
H 6.22 -6.48 0.31
C 0.04 -3.89 -1.65
C -1.71 -1.38 1.56
C 5.92 2.40 -3.14
H 7.08 5.37 -2.19
H -2.10 4.72 0.28
H 6.46 -2.13 -7.15
C 4.39 -4.58 -1.81
H 4.63 0.02 0.82
H 3.86 -4.66 -2.75
H 0.84 -2.85 5.17
H -0.53 1.83 -4.84
C 5.78 -4.42 0.60
H -0.26 -8.32 0.14
C -0.65 2.09 -3.80
H -1.95 -7.82 0.21
H 2.00 -4.36 -0.90
H 2.84 -1.62 4.31
C -1.28 3.29 -3.39
H 0.29 0.32 -3.11
C 2.16 -2.63 -5.61
C 4.50 2.56 -0.75
H -2.88 1.02 -0.16
O -2.68 -2.02 1.93
C -0.68 -6.45 -0.84
H 5.78 -1.97 1.71
H 5.83 -1.84 -2.93
H -2.64 -5.94 -1.55
H -5.42 -0.52 -0.93
H 0.24 -2.72 -4.72
*
```

Atomic partial charges in e from the Mulliken method, atoms 1 to 8: H 0.42; H 0.36; H 0.48; H 0.45; C 0.77; N 0.69; O -0.44; C 0.35

Energy ordering: P) at the bottom, the next structure 0.0093 hartree above.

P) Molecular formula: C5H13IN2
Method: DFT, ωB97M-V/def2-TZVPD

Properties
E_LUMO (alpha / beta) = 0.4888 / 0.2892 eV
HOMO level (alpha / beta) = -7.63 / -6.92 eV

```
! RIJCOSX wB97M-V def2-TZVPD def2/J DEFGRID3
* xyz 0 1
I 1.69 -1.04 0.25
H -1.09 -1.53 -3.29
C -0.18 -0.38 -0.54
C -1.34 -1.21 0.07
N 1.47 1.71 1.64
C 1.59 1.08 2.95
H 0.63 0.64 3.14
H 2.30 1.67 1.09
H -0.36 1.83 1.26
H -2.24 -0.61 0.43
H 0.48 0.65 -2.38
H 0.09 -2.17 -2.27
H -1.61 -1.86 -0.73
N 0.48 2.24 1.01
H -1.28 0.41 -1.92
H 1.60 1.80 3.80
H -1.12 -1.88 0.98
H 2.37 0.41 2.76
C -0.34 -0.03 -1.98
H 0.63 -1.12 -3.51
C -0.11 -1.32 -2.82
*
```

Atomic partial charges in e from the natural (NBO) method, atoms 1 to 8: I 0.08; H 0.21; C -0.01; C -0.73; N -0.33; C -0.44; H 0.19; H 0.36

Q) Molecular formula: C5H13IN2
Method: DFT, ωB97M-V/def2-TZVPD

Properties
E_LUMO (alpha / beta) = 0.5948 / 0.5172 eV
HOMO level (alpha / beta) = -7.45 / -7.06 eV

```
! RIJCOSX wB97M-V def2-TZVPD def2/J DEFGRID3
* xyz 0 1
H -2.74 1.36 1.60
H -0.32 1.05 2.38
N 0.80 -0.43 -1.87
H -3.22 -0.27 1.11
H 1.20 -2.27 -1.38
C -2.96 0.73 0.75
C 0.22 0.99 1.43
H 2.89 -1.47 0.15
H 3.68 -1.78 -1.41
H 1.24 0.49 -1.82
H 0.32 2.00 1.04
C -0.50 0.13 0.45
H -1.53 1.65 -0.57
C -1.74 0.65 -0.19
H 3.21 -0.12 -0.96
H -3.81 1.14 0.22
I -0.54 -1.93 0.96
H -2.00 0.02 -1.05
H 1.22 0.60 1.64
N 1.65 -1.37 -1.56
C 2.93 -1.18 -0.90
*
```

Atomic partial charges in e from the natural (NBO) method, atoms 1 to 8: H 0.20; H 0.22; N -0.43; H 0.21; H 0.38; C -0.60; C -0.73; H 0.20

Energy ordering: Q) at the bottom, the next structure 0.0672 hartree above.

P) Molecular formula: C3H11N2
Method: DFT, ωB97M-V/def2-TZVPD

Properties
E_LUMO (alpha / beta) = 1.1425 / 0.6429 eV
<S²> = 0.75
HOMO level (alpha / beta) = -4.17 / -8.33 eV

```
! RIJCOSX wB97M-V def2-TZVPD def2/J DEFGRID3
* xyz 0 2
H -0.64 2.03 3.02
H 0.76 1.29 2.49
H -0.19 2.16 1.34
N 0.11 2.07 2.33
C 0.65 -1.28 -1.45
N -0.34 -1.26 -0.46
H -1.09 -0.11 1.16
H -1.56 0.50 -0.40
H 0.11 0.74 0.16
H 1.51 -0.58 -1.26
H -1.18 -1.75 -0.78
H 1.43 -1.98 -3.36
H -0.19 -2.70 -2.84
H 0.71 2.89 2.53
C -0.73 -0.01 0.12
C 0.64 -2.01 -2.62
*
```

Atomic partial charges in e from the natural (NBO) method, atoms 1 to 8: H 0.34; H 0.36; H 0.35; N -1.36; C 0.02; N -0.62; H 0.19; H 0.18

Q) Molecular formula: C3H11N2
Method: DFT, ωB97M-V/def2-TZVPD

Properties
E_LUMO (alpha / beta) = 1.0451 / 0.5802 eV
<S²> = 0.75
HOMO level (alpha / beta) = -3.05 / -10.13 eV

```
! RIJCOSX wB97M-V def2-TZVPD def2/J DEFGRID3
* xyz 0 2
C 0.31 -0.61 1.74
H -1.32 -1.35 -0.29
H 1.37 -0.71 1.36
H -1.28 0.61 1.63
N 0.81 1.13 -1.30
H 0.06 1.27 0.82
H 1.78 0.93 -1.07
H -0.34 -0.39 -2.47
H 0.57 1.62 -2.14
C 0.14 -0.20 -1.39
H 0.55 -0.29 2.78
H 0.82 -1.04 -1.24
N -0.50 0.31 0.97
C -1.00 -0.19 -0.38
H -0.11 -1.65 1.69
H -1.86 0.55 -0.70
*
```

Atomic partial charges in e from the natural (NBO) method, atoms 1 to 8: C -0.54; H 0.22; H 0.20; H 0.24; N -0.89; H 0.36; H 0.38; H 0.19

Energy ordering: P) at the bottom, the next structure 0.0100 hartree above.